ORCA calculation (the ωB97M-V functional and the def2-TZVPD basis) on a cluster of 2 separate species, C7H11N5 in total at a distorted geometry.

As for the multiplicity: 1. The value obtained for the HOMO energy is -0.625 Eh. For the LUMO energy, the calculation gives -7.85 eV. The charge is +2. Its HOMO-LUMO gap is 9.16 eV. Its relative energy (zero: lowest compared OMol25 entry of this formula, charge and spin) is 166.8 kJ/mol. Its total energy is -14869.0825 eV.

CARTESIAN COORDINATES (ANGSTROEM)
1 C 3.848 0.414 -0.221
2 C 2.959 0.729 0.810
3 C 3.385 -0.593 -1.077
4 C 1.162 -0.505 -0.157
5 C -1.186 0.691 -0.950
6 C -2.868 -0.453 0.172
7 C -3.119 0.560 1.260
8 N 1.720 0.187 0.864
9 N 2.140 -0.967 -1.053
10 N -3.543 -1.563 0.071
11 N -0.333 1.405 -1.300
12 N -1.937 -0.227 -0.687
13 H 4.734 1.037 -0.585
14 H 3.258 1.403 1.588
15 H 4.115 -1.037 -1.687
16 H -2.178 0.941 1.638
17 H -3.651 1.340 0.863
18 H -3.714 0.170 2.080
19 H -4.299 -1.902 0.794
20 H -3.307 -2.350 -0.449
21 H 1.126 0.342 1.686
22 H -0.129 2.094 -1.964
23 H 1.816 -1.714 -1.698

Force components x, y, z for each atom (eV/Å):
C -0.8 1.1 -0.7
C 1.4 0.1 -0.6
C 1.6 1.5 1.2
C 0.2 -1.8 0.3
C 0.0 0.2 -0.5
C -1.5 -0.1 2.1
C 0.5 -2.3 0.8
N 0.5 0.0 -0.7
N -2.2 -0.6 0.3
N -3.0 -0.3 3.8
N 0.6 0.4 0.5
N 0.6 -1.2 -1.6
H -1.0 -1.2 1.4
H -0.1 0.3 0.4
H 0.4 -0.8 -1.3
H 0.2 0.0 0.0
H -1.3 2.2 -1.1
H 0.1 -0.2 0.1
H 2.0 1.7 -1.6
H 1.0 -1.0 -1.9
H 0.4 0.2 -0.5
H 0.2 1.1 -0.9
H 0.2 0.8 0.5